[1]
16
Properties=species:S:1:pos:R:3 method="wB97M-V/def2-TZVPD" e_above_lowest_kj_mol=682.03 total_charge=0 lumo_ha="0.0334 / 0.0350" gap_ev="9.276 / 8.518"
C 0.38426 0.83639 1.58512
C -2.01439 -1.59438 0.05208
N 0.74644 -0.18662 0.60964
N 1.77452 0.90255 -0.98334
C -0.99807 -0.93346 -0.83135
O 2.73367 1.66799 -1.66564
N -0.01994 -0.25615 -0.40104
H 2.35134 2.55428 -1.69394
H 2.15414 -0.03873 -1.08501
H -1.14960 -0.92574 -1.90650
H -0.49895 0.51129 2.15130
H 1.21880 0.96471 2.27035
H 0.16969 1.79239 1.10124
H -2.27767 -2.57603 -0.34621
H -1.63531 -1.70768 1.06759
H -2.93893 -1.01081 0.07572


[2]
87
Properties=species:S:1:pos:R:3 method="wB97M-V/def2-TZVPD" e_above_lowest_kj_mol=244.89 total_charge=+1 lumo_ha="-0.1234 / -0.1233" gap_ev="4.900 / 4.904" multiplicity=3
Tm -0.23937 0.27278 0.93387
C -2.47540 6.09336 3.65508
O -2.55745 6.18840 2.21959
C -2.40844 5.05951 1.46492
C -2.87405 5.25249 0.14317
C -2.75446 4.17160 -0.67863
C -2.12494 2.95875 -0.31236
C -1.49235 2.13824 -1.33020
C -1.50455 2.48735 -2.75368
O -0.92486 1.04354 -0.96545
C -1.87933 2.75112 1.13213
O -1.59903 1.57915 1.69006
C -1.87106 3.84633 1.95311
H -3.31870 6.66981 4.06901
H -1.53121 6.48046 4.09571
H -2.60291 5.03065 3.97111
H -3.35298 6.20077 -0.12605
H -3.21598 4.21726 -1.67483
H -2.52932 2.73536 -3.15458
H -1.13531 1.62951 -3.29658
H -0.87041 3.33090 -3.04246
H -1.38026 3.74351 2.92875
C -2.79766 -1.56062 3.63965
P -2.38848 -1.62450 1.83402
C -3.94209 -0.97050 1.12740
C -2.60073 -3.42337 1.51876
C -3.56737 -4.24708 2.07205
C -3.81825 -5.52063 1.48168
C -3.01437 -6.00378 0.44904
C -2.04832 -5.15725 -0.13808
C -1.83861 -3.87223 0.40360
P -0.62699 -2.65632 -0.28858
C 0.63593 -3.85391 -0.82875
C -1.57383 -2.37654 -1.86151
H -3.87944 -1.88631 3.73341
H -2.70392 -0.54699 4.02905
H -2.19219 -2.25156 4.26174
H -4.79357 -1.60727 1.48500
H -4.00345 -1.13015 0.03661
H -4.06188 0.09844 1.41555
H -4.12531 -3.90684 2.92383
H -4.69430 -6.14931 1.88248
H -3.18827 -7.06234 0.15452
H -1.40833 -5.45118 -0.96682
H 0.10853 -4.57542 -1.52488
H 1.25992 -4.37217 0.01417
H 1.42524 -3.21907 -1.24490
H -1.64639 -3.28722 -2.45942
H -1.06428 -1.59481 -2.46530
H -2.58027 -1.99018 -1.70298
C 3.40530 2.59146 2.86734
N 2.67171 1.41502 3.39416
C 2.97016 0.81238 4.59744
C 2.13637 -0.18635 5.02995
C 1.02247 -0.60353 4.23947
N 0.82433 -0.05964 3.00572
C 1.59627 0.98748 2.64543
O 1.34293 1.58862 1.55026
N 0.31900 -1.70547 4.56027
H 4.08653 2.22759 2.08531
H 4.04552 2.96363 3.71178
H 2.70826 3.30335 2.45234
H 3.78362 1.25077 5.10904
H 2.27237 -0.61995 6.02842
H 0.63390 -2.29008 5.35107
H -0.34452 -2.07171 3.85608
C 4.62591 -0.07487 -7.08883
C 4.15017 -0.08282 -5.66393
C 3.43590 -1.20214 -5.18329
C 2.88571 -1.26471 -3.91011
C 2.21274 -2.52409 -3.47542
C 3.05483 -0.10261 -3.09486
Te 2.56947 -0.46598 -0.93478
C 3.78949 0.98528 -3.53131
C 4.05157 2.09245 -2.55769
C 4.42208 0.93118 -4.79396
H 5.44291 0.69923 -7.25799
H 3.75082 0.15463 -7.72789
H 5.03726 -1.09665 -7.31718
H 3.32288 -2.04498 -5.85886
H 1.56497 -2.92160 -4.27461
H 1.59385 -2.19780 -2.66422
H 2.99117 -3.27771 -3.18476
H 3.14966 2.65683 -2.24306
H 4.81448 2.83724 -2.90840
H 4.45952 1.76414 -1.57520
H 4.97142 1.84963 -5.14086


[3]
31
Properties=species:S:1:pos:R:3 method="wB97M-V/def2-TZVPD" e_above_lowest_kj_mol=251.01 total_charge=0 lumo_ha=0.0246 gap_ev=9.382
C 1.04460 -0.46889 -0.23013
C -1.13471 0.26254 -0.86710
C 0.37129 -1.74708 0.06233
C 1.02049 -2.84323 -0.77736
C 0.40809 -2.08572 1.54790
C -1.54867 2.64798 -0.17279
C -3.40136 0.95324 -0.05515
C -1.90061 1.18531 0.09347
N 0.29678 0.43110 -0.72741
O 2.32121 1.12575 1.11006
O 2.88338 0.91742 -1.49833
P 3.17845 0.49339 -0.12040
S -1.40777 -1.50879 -0.49385
H 3.84599 -0.71996 0.18970
H -1.43879 0.45543 -1.90145
H 2.05098 -2.98479 -0.45736
H 1.02153 -2.56816 -1.83010
H 0.47600 -3.77644 -0.65721
H 1.44118 -2.16986 1.87738
H -0.10098 -3.03024 1.72483
H -0.08410 -1.30878 2.12869
H -2.15594 3.29181 0.45778
H -1.74753 2.90492 -1.21168
H -0.50359 2.85456 0.04562
H -3.95020 1.55348 0.66501
H -3.63817 -0.09518 0.11119
H -3.73040 1.22819 -1.05511
H -1.59951 0.92392 1.11451
H 2.87414 1.58770 1.74239
H 0.73611 1.29791 -1.03047
H 4.37212 1.19248 0.21500


[4]
52
Properties=species:S:1:pos:R:3 method="wB97M-V/def2-TZVPD" e_above_lowest_kj_mol=78.29 smiles="Cc1cc(C(=O)Nc2cccc(S(=O)(=O)N3CCCCC3)c2)c2ccccc2n1" total_charge=0 lumo_ha=-0.0070 gap_ev=8.738
C -6.13327 -2.75802 -0.56998
C -5.38478 -1.48318 -0.35208
C -4.26162 -1.46032 0.50598
C -3.57089 -0.29038 0.69117
C -2.35959 -0.31504 1.56984
O -2.36870 -0.79260 2.68150
N -1.25351 0.20610 0.95086
C 0.03523 0.36777 1.45634
C 0.39017 0.02361 2.76043
C 1.68224 0.23764 3.20805
C 2.64142 0.78527 2.37050
C 2.28187 1.11374 1.07765
S 3.51677 1.73492 -0.06696
O 4.51524 2.45574 0.66308
O 2.84066 2.38211 -1.15300
N 4.23836 0.36866 -0.67958
C 3.40700 -0.46187 -1.51663
C 4.29080 -1.37218 -2.36635
C 5.19687 -2.20475 -1.46269
C 6.01356 -1.27779 -0.56574
C 5.07646 -0.37347 0.23140
C 1.00234 0.91121 0.61004
C -4.03690 0.89373 0.05755
C -3.48169 2.17561 0.24700
C -3.99888 3.25950 -0.40912
C -5.09131 3.11637 -1.27751
C -5.67151 1.89275 -1.46229
C -5.17060 0.75716 -0.79302
N -5.79927 -0.41894 -0.98373
H -6.95724 -2.58529 -1.25544
H -6.52178 -3.12880 0.37700
H -5.47197 -3.51803 -0.98302
H -3.93835 -2.36389 1.00042
H -1.37791 0.53567 0.00233
H -0.35237 -0.40070 3.41574
H 1.93960 -0.02409 4.22288
H 3.64721 0.98198 2.70378
H 2.81876 0.21057 -2.14179
H 2.72344 -1.07428 -0.90363
H 4.90245 -0.75312 -3.02328
H 3.66250 -2.01769 -2.98176
H 5.86104 -2.82530 -2.06624
H 4.58604 -2.86652 -0.84338
H 6.63329 -1.85504 0.12167
H 6.66353 -0.65536 -1.18140
H 5.63553 0.35996 0.81287
H 4.46376 -0.98537 0.91487
H 0.76874 1.20396 -0.40264
H -2.65961 2.30580 0.93615
H -3.56796 4.23742 -0.25484
H -5.47837 3.98582 -1.78757
H -6.52681 1.75896 -2.10540


[5]
12
Properties=species:S:1:pos:R:3 method="wB97M-V/def2-TZVPD" e_above_lowest_kj_mol=537.51 total_charge=+1 lumo_ha="-0.2560 / -0.2549" gap_ev="7.212 / 7.222"
C 0.61879 -0.01322 0.03389
C 1.80812 0.42749 0.18598
C -1.86196 -0.09891 0.83329
C -1.89155 -0.17002 -0.60440
N -0.65220 -0.12799 0.10527
S 4.18758 -0.14520 -0.08038
H 3.72720 -0.69535 -1.21916
H 2.33237 1.32571 -0.04068
H -1.95409 0.78052 1.48031
H -1.89918 -0.95534 1.52658
H -2.31209 -1.00515 -1.06161
H -2.10299 0.67747 -1.15910


[6]
99
Properties=species:S:1:pos:R:3 method="wB97M-V/def2-TZVPD" e_above_lowest_kj_mol=37.17 total_charge=+1 lumo_ha="-0.0897 / -0.0894" gap_ev="6.444 / 6.546" multiplicity=2
Co 1.00216 -1.32910 1.24718
N -1.61275 -1.89453 1.03287
C -1.68704 -3.34610 1.20963
C -2.35498 -4.03307 0.00449
C -3.88188 -3.88943 -0.00444
C -4.63424 -5.02181 0.67843
N -4.36690 -5.11594 2.10852
C -3.31922 -5.76280 2.59992
N -2.71625 -6.74086 1.91142
N -2.84608 -5.46037 3.80716
C -0.31168 -3.98614 1.54363
O -0.34312 -5.15880 1.95590
O 0.74048 -3.30932 1.38551
H -2.25690 -1.39213 1.63042
H -1.78462 -1.61212 0.07615
H -2.28796 -3.53353 2.09794
H -2.05931 -5.08371 -0.04957
H -1.95485 -3.56598 -0.90100
H -4.26168 -3.85269 -1.02818
H -4.16232 -2.93201 0.44821
H -4.39824 -5.97958 0.21329
H -5.70898 -4.88968 0.55730
H -4.85612 -4.47769 2.71626
H -3.16113 -7.01385 1.05039
H -1.71858 -6.57928 1.79579
H -3.08985 -4.60796 4.28052
H -2.09316 -6.01119 4.18312
C 0.05977 8.16429 -8.62851
O 0.47211 8.33103 -7.28204
C 0.48987 7.24186 -6.48560
C 0.88368 7.46097 -5.16268
C 0.93836 6.41423 -4.27361
C 0.60156 5.11784 -4.67663
C 0.20770 4.91126 -5.99168
C 0.14967 5.95806 -6.90065
C 0.67824 4.03346 -3.69901
N 0.96003 4.18704 -2.42447
C 0.92851 2.92850 -1.89251
C 0.62266 1.99287 -2.85539
N 0.46719 2.71594 -4.01459
C 0.54528 0.59364 -2.58928
C 0.27452 -0.41836 -3.51880
C 0.25345 -1.72918 -3.09932
C 0.48963 -2.01431 -1.75275
N 0.73421 -1.07414 -0.85628
C 0.77754 0.20832 -1.25465
C 1.10845 1.17578 -0.23384
N 1.35581 0.68135 1.00243
C 1.75274 1.53315 1.93352
C 1.87481 2.90792 1.71396
C 1.57846 3.42288 0.47726
C 1.20089 2.53758 -0.53949
H 0.09950 9.15186 -9.07767
H -0.96211 7.78150 -8.68281
H 0.73378 7.49347 -9.16663
H 1.14329 8.46678 -4.86231
H 1.24333 6.57880 -3.24968
H -0.07152 3.92481 -6.34277
H -0.16021 5.76224 -7.91614
H 0.23814 2.35989 -4.92446
H 0.09064 -0.17563 -4.55788
H 0.06326 -2.53507 -3.79392
H 0.48846 -3.03501 -1.38515
H 1.97661 1.11163 2.90334
H 2.18483 3.54545 2.52956
H 1.64275 4.48116 0.26338
C -0.95007 -2.10869 4.31164
Si 0.28903 -0.93224 3.45777
C 1.69200 -0.92034 4.74934
C -0.64973 0.72526 3.57854
C -1.35252 1.25405 2.49188
C -2.08480 2.42900 2.59498
C -2.12976 3.11138 3.80244
C -1.44559 2.60666 4.89914
C -0.72068 1.42759 4.78437
H -1.06193 -1.76615 5.34464
H -0.58686 -3.13913 4.32900
H -1.94183 -2.08202 3.85617
H 1.29812 -0.91997 5.77000
H 2.38537 -0.07926 4.67532
H 2.27470 -1.83627 4.62388
H -1.31076 0.74319 1.53352
H -2.61164 2.81917 1.73240
H -2.69241 4.03214 3.88731
H -1.47534 3.13475 5.84400
H -0.18608 1.05599 5.65248
C 4.03311 -1.53911 -0.57460
P 3.40621 -1.77304 1.13446
C 4.62687 -0.77252 2.06172
C 3.96259 -3.47095 1.49385
H 5.10461 -1.73571 -0.64650
H 3.84199 -0.51327 -0.89669
H 3.50469 -2.21140 -1.25197
H 5.64676 -1.07968 1.82360
H 4.46294 -0.88592 3.13401
H 4.50989 0.28229 1.80782
H 5.03563 -3.58165 1.32918
H 3.41504 -4.16520 0.85738
H 3.71975 -3.72311 2.52583


[7]
17
Properties=species:S:1:pos:R:3 method="wB97M-V/def2-TZVPD" e_above_lowest_kj_mol=383.57 total_charge=0 lumo_ha=0.0059 gap_ev=8.936
H 0.15672 -1.75968 1.91687
N -0.79498 -1.36380 1.89095
N -0.82689 -0.23128 1.42689
N 0.57023 0.13095 0.83784
C 0.90503 1.51830 1.19575
C 0.49704 -0.14656 -0.50137
C 1.43931 -0.50068 -1.37824
C -0.97542 0.12491 -1.15232
N -1.88999 -0.86256 -0.99588
O -1.09294 1.00520 -1.98621
H 0.15810 2.21950 0.80860
H 0.93696 1.61972 2.28408
H 1.87783 1.79064 0.77168
H 1.18153 -0.70293 -2.41199
H 2.47126 -0.59271 -1.06026
H -2.78566 -0.77257 -1.45182
H -1.82813 -1.47644 -0.19455


[8]
9
Properties=species:S:1:pos:R:3 method="wB97M-V/def2-TZVPD" e_above_lowest_kj_mol=115.36 total_charge=0 lumo_ha="-0.0729 / -0.0726" gap_ev="4.237 / 4.131"
O 1.01129 1.14867 1.42495
Ag -1.76099 -1.45377 1.02576
O -0.38219 -0.51122 -0.72746
C 0.53810 0.41406 -0.86296
C 1.13075 0.99143 0.23942
C 0.75322 1.05945 -2.20274
H 0.01209 0.69138 -2.92856
H 1.75937 0.80317 -2.57200
H 0.67845 2.15526 -2.15110